Formula: C25H25F2Zr
Source: OMol25
Level of theory: ωB97M-V/def2-TZVPD

Geometry as XYZ:
```
53
Properties=species:S:1:pos:R:3:forces:R:3
Zr -3.048478 -1.061034 -0.278416 1.979 1.134 2.347
F 2.127810 2.839411 -3.635938 -0.085 -0.214 0.906
F 3.628430 -3.299036 -1.608513 -0.233 0.626 0.598
C 3.249583 -1.238054 -0.437976 0.480 -0.702 0.513
C -3.025487 1.398997 -1.183619 -0.449 -0.664 -0.950
C -3.582532 -2.016818 1.872512 0.138 0.865 0.046
C -4.094182 0.600192 -1.723910 0.377 0.169 -1.003
C 2.499732 3.324322 0.420224 0.218 0.047 -0.015
C 1.371453 0.686665 1.248325 -2.831 -0.642 0.239
C -3.020392 0.234674 2.061767 -0.847 -0.793 0.229
C 2.425421 1.842469 -1.472823 0.250 0.806 0.010
C 3.872939 -3.313954 0.725039 0.276 0.220 0.402
C -2.546319 -1.097205 2.280320 -0.488 0.087 -0.177
C 2.304600 4.434086 -0.394403 0.074 -0.399 -0.063
C 3.288872 -0.536243 0.776991 -0.222 0.146 -0.371
C 2.688618 2.036164 -0.101407 -0.177 -0.454 -0.138
C 2.232971 2.980022 -2.273575 0.123 0.027 -0.230
C 2.186659 4.274159 -1.778352 0.290 -0.041 0.481
C -1.779456 0.855626 -1.636105 -0.347 -0.447 0.089
C -4.707047 -1.242229 1.371167 -0.899 -0.022 0.461
C -2.066958 -0.280654 -2.456588 -1.235 0.223 -0.368
C -3.506620 -0.477268 -2.491758 0.673 1.836 -1.068
C 3.829664 -2.621026 1.937987 -0.113 0.441 -0.207
C -1.873902 -2.937953 -0.699331 0.742 -1.571 -0.437
C 3.564475 -2.607902 -0.424005 0.140 0.028 -0.278
C 3.480844 -1.272066 1.959132 0.190 0.019 -0.104
C -4.356982 0.155017 1.542992 0.649 -0.664 0.497
C 2.803988 0.925847 0.985268 0.827 -0.069 -0.884
H -1.605143 -1.353115 2.783856 -0.460 0.118 -0.480
H 3.255370 -0.789161 2.914189 0.506 -0.030 -0.239
H -0.792678 1.327676 -1.516098 -0.595 -0.451 0.144
H -4.053244 -1.206868 -3.091598 0.228 0.284 0.331
H -5.696273 -1.631414 1.099459 0.528 0.319 0.477
H 2.948926 -0.794074 -1.373589 0.235 -0.002 0.018
H 2.306107 0.872862 -1.942050 0.292 0.186 0.076
H -3.568604 -3.097562 1.998281 0.130 0.307 -0.224
H -3.134756 2.348897 -0.652233 -0.036 -0.625 0.054
H 0.951023 0.255547 0.302801 -0.038 0.268 0.894
H 2.408254 3.430202 1.504181 0.485 0.081 -0.267
H -5.055671 0.985639 1.427403 0.446 -0.222 -0.308
H 4.170910 -4.362502 0.707395 -0.180 0.315 -0.247
H -1.317593 -0.865434 -2.997743 -0.420 0.075 0.439
H -2.503801 1.142080 2.402146 -0.201 -0.452 -0.511
H 2.085625 5.143521 -2.422032 -0.050 -0.332 -0.068
H 4.095880 -3.104141 2.877416 -0.276 -0.082 -0.265
H 0.776277 1.585236 1.462387 0.228 -0.163 0.013
H -1.358328 -3.353415 0.183712 -0.185 0.191 0.080
H 3.361035 1.345448 1.847941 -0.327 -0.175 -0.455
H 2.285799 5.419384 0.066507 -0.233 -0.136 -0.206
H 1.177655 -0.052705 2.035713 0.020 0.184 -0.133
H -1.058799 -2.854763 -1.440186 -0.179 0.162 0.011
H -2.460729 -3.816581 -1.080903 -0.048 0.490 0.156
H -5.164947 0.839035 -1.681961 0.628 -0.304 0.182
```
Positions in Å, forces in eV/Å.

Computed properties:
maximum force: 3.27 eV/Å
net charge: -1
LUMO level: 2.63 eV
2S+1: 1